[1]
ORCA calculation (ωB97M-V/def2-TZVPD) on 2 unconnected molecules or ions with the total composition C3H11N2.

highest occupied orbital energy	-13.965	eV
ΔE to the lowest compared entry with this formula, charge and spin	174.0	kJ/mol
Kohn-Sham gap	10.6	eV
LUMO level	-3.402	eV
strongest force on any atom	2.78	eV Å⁻¹
net charge	+1

Each line ends with the natural charge from an NBO analysis.
Geometry (Å):
H 3.1548 -1.2705 0.7316  0.248
H 1.3641 -0.8621 -1.0068  0.447
H 2.6257 0.4136 0.8387  0.245
C -1.0739 1.8368 -1.0764  0.005
N 1.1947 -1.0134 -0.0143  -0.681
H -1.8518 -0.8191 0.6372  0.187
H -0.0821 2.2033 -1.3371  0.184
H 1.8287 -0.4819 1.9090  0.249
N -1.0344 0.6229 -0.7040  -0.504
C -2.1566 -0.0131 -0.0265  -0.472
H -2.7954 0.6603 0.5437  0.215
H -1.9589 2.4443 -1.0787  0.182
H 1.0841 -2.0187 0.1292  0.431
C 2.3017 -0.6464 0.9371  -0.446
H 0.2828 -0.5772 0.2216  0.476
H -2.8836 -0.4787 -0.7043  0.234

---

[2]
ORCA calculation (ωB97M-V/def2-TZVPD) on 2 unconnected molecules or ions with the total composition C3H11N2.

highest occupied orbital energy	-12.401	eV
ΔE to the lowest compared entry with this formula, charge and spin	341.8	kJ/mol
Kohn-Sham gap	9.0	eV
LUMO level	-3.383	eV
strongest force on any atom	6.65	eV Å⁻¹
net charge	+1

Each line ends with the natural charge from an NBO analysis.
Geometry (Å):
H 1.7404 -1.7657 -0.4782  0.420
N 1.3354 -1.3165 0.2208  -0.693
C -0.4631 1.6633 0.3367  -0.061
N 0.5888 1.3690 -0.5910  -0.881
H 1.7890 -1.4205 1.1519  0.442
H 0.3109 1.6936 -1.5236  0.404
H -0.3184 -2.6037 -0.6177  0.242
H -0.3405 2.5138 1.1087  0.205
H 1.3359 2.0040 -0.4780  0.393
H -0.9676 -1.1926 0.3052  0.256
C -0.0816 -1.9962 0.2409  -0.440
H -2.4449 2.2475 -0.1392  0.242
H 1.1394 -0.3028 0.0293  0.471
H -1.9541 0.4326 -0.4174  0.181
C -1.7006 1.4466 -0.0734  -0.410
H 0.0311 -2.7723 0.9250  0.231

---

[3]
ORCA calculation (ωB97M-V/def2-TZVPD) on 2 unconnected molecules or ions with the total composition C3H11N2.

highest occupied orbital energy	-13.201	eV
ΔE to the lowest compared entry with this formula, charge and spin	361.7	kJ/mol
Kohn-Sham gap	9.2	eV
LUMO level	-3.954	eV
strongest force on any atom	3.21	eV Å⁻¹
net charge	+1

Each line ends with the natural charge from an NBO analysis.
Geometry (Å):
H -0.6448 -2.3380 0.1561  0.234
H 1.9969 -1.2166 0.1536  0.458
C -0.7200 1.5744 1.5313  -0.452
H -1.4152 0.7657 1.8290  0.207
H 0.0554 1.4493 2.3075  0.240
C -0.3760 2.0529 -0.7656  0.030
H 0.6851 -3.4141 -0.3076  0.245
N 1.1508 -1.2381 -0.4698  -0.780
H 1.3555 -1.1318 -1.5325  0.448
N 0.1242 1.4262 0.2704  -0.546
H -1.5145 1.9670 -0.8909  0.155
H -0.2706 -2.4318 -1.6908  0.242
C 0.1854 -2.5063 -0.5806  -0.408
H 0.5481 -0.2636 -0.1943  0.488
H 0.1683 2.8386 -1.2865  0.215
H -1.3286 2.4662 1.4707  0.223

---

[4]
ORCA calculation (ωB97M-V/def2-TZVPD) on 2 unconnected molecules or ions with the total composition C3H11N2.

highest occupied orbital energy	-15.483	eV
ΔE to the lowest compared entry with this formula, charge and spin	49.0	kJ/mol
Kohn-Sham gap	11.7	eV
LUMO level	-3.790	eV
strongest force on any atom	4.17	eV Å⁻¹
net charge	+1

Each line ends with the natural charge from an NBO analysis.
Geometry (Å):
C -0.5210 -1.2696 -0.6689  -0.713
H -2.8328 -0.5309 0.3655  0.251
C -2.2484 0.3851 0.3116  -0.678
H -0.1217 1.7786 0.6995  0.425
H 1.0379 0.5272 0.0143  0.451
H -2.3333 1.0074 1.1219  0.249
C -0.8622 -0.0546 0.0972  0.501
H 0.5102 -1.6246 -0.9158  0.276
N 0.0586 0.8374 0.2896  -0.663
H 3.0836 -0.5786 0.6807  0.400
H -2.4717 0.8333 -0.7025  0.275
N 2.6786 0.2584 0.1810  -1.085
H -1.1631 -2.0691 -0.2530  0.265
H 3.4242 0.5766 -0.4839  0.397
H 2.8423 1.0399 0.8062  0.376
H -1.0811 -1.1166 -1.5434  0.270

---

[5]
ORCA calculation (ωB97M-V/def2-TZVPD) on 2 unconnected molecules or ions with the total composition C3H11N2O.

highest occupied orbital energy	-2.472	eV
ΔE to the lowest compared entry with this formula, charge and spin	65.0	kJ/mol
Kohn-Sham gap	6.3	eV
LUMO level	3.790	eV
strongest force on any atom	0.60	eV Å⁻¹
net charge	-1

Each line ends with the natural charge from an NBO analysis.
Geometry (Å):
H -1.1079 -1.9657 -2.2606  0.345
N 0.2275 -0.2841 1.1916  -0.879
N -1.4207 -2.4088 -1.4048  -0.837
H -1.3957 -3.4094 -1.5708  0.338
H -0.8036 -2.6605 0.5634  0.174
H -1.6498 -0.3366 0.2877  0.174
H 2.2487 2.6505 1.1274  0.076
H -0.3258 0.0118 -0.8156  0.189
H 0.5329 -2.2731 -0.5290  0.142
C -0.5175 -2.0599 -0.3089  -0.215
H 0.3110 0.7379 1.1657  0.427
H 1.1755 -0.5429 0.9191  0.320
H 2.1719 3.3139 -0.5113  0.077
H 1.1885 4.0431 0.7653  0.080
C -0.6183 -0.5955 0.0426  -0.226
O 0.5173 2.2019 0.0827  -0.991
C 1.5343 3.0542 0.3739  -0.193

---

[6]
ORCA calculation (ωB97M-V/def2-TZVPD) on 2 unconnected molecules or ions with the total composition C3H11N2O.

highest occupied orbital energy (alpha / beta)	-3.458 / -9.948	eV
ΔE to the lowest compared entry with this formula, charge and spin	271.5	kJ/mol
Kohn-Sham gap (alpha / beta)	4.5 / 10.4	eV
LUMO level (alpha / beta)	1.070 / 0.488	eV
strongest force on any atom	6.10	eV Å⁻¹
net charge	0
expectation value of S²	0.751
multiplicity	2

Each line ends with the Mulliken spin population.
Geometry (Å):
N -1.1048 1.3160 -0.8972  0.220
N 0.7690 0.0140 1.3942  0.885
H -1.2690 -0.7177 -3.0084  -0.014
H 0.3280 -1.8900 2.4389  -0.126
H -1.1398 2.3078 -0.7300  -0.053
C -0.0468 0.8008 -1.8220  0.388
H -0.0998 -0.2387 3.3511  -0.156
H 0.5180 -0.8914 -2.8504  -0.060
H -0.1612 0.0869 0.7015  0.021
H 1.5977 -0.9608 2.8838  -0.098
H 0.9470 1.0107 1.6035  -0.196
H -0.7293 -1.2819 -1.5348  -0.137
H 1.5029 -0.3174 0.6822  -0.076
C -0.3974 -0.6828 -2.3667  0.272
H -2.1787 1.0008 -0.9819  -0.078
C 0.4652 -0.9001 2.6966  0.459
O 0.9990 1.3435 -1.5604  -0.251

---

[7]
ORCA calculation (ωB97M-V/def2-TZVPD) on 2 unconnected molecules or ions with the total composition C3H11N2O.

highest occupied orbital energy (alpha / beta)	-3.094 / -10.390	eV
ΔE to the lowest compared entry with this formula, charge and spin	159.5	kJ/mol
Kohn-Sham gap (alpha / beta)	3.6 / 10.8	eV
LUMO level (alpha / beta)	0.526 / 0.437	eV
strongest force on any atom	3.65	eV Å⁻¹
net charge	0
expectation value of S²	0.751
multiplicity	2

Each line ends with the Mulliken spin population.
Geometry (Å):
N 0.1152 1.6814 -1.8459  1.833
H -0.8977 1.9915 -1.7705  -0.278
O -0.2903 0.4615 0.7344  -0.326
H 0.7130 2.3972 -2.3688  -0.688
H 0.6310 0.8892 3.3145  0.005
H 1.2126 0.1159 -2.7597  -0.165
C 0.0621 0.3612 -2.5833  0.738
N 0.6593 -0.0313 2.7555  -0.041
H -0.4364 0.5541 -3.6283  -0.208
H 0.3409 -2.4289 1.7548  -0.009
H 0.5138 1.4731 -0.9682  -0.160
C -0.5444 -1.8302 1.5349  -0.003
H -1.3609 -1.8693 2.3073  0.005
H -0.5547 -0.4316 -2.1007  -0.101
H -1.0897 -2.0456 0.6203  0.004
H 0.9852 -0.8845 3.3935  -0.006
C -0.0590 -0.4038 1.6100  0.398

---

[8]
ORCA calculation (ωB97M-V/def2-TZVPD) on 2 unconnected molecules or ions with the total composition C3H11N2O.

highest occupied orbital energy	-14.339	eV
ΔE to the lowest compared entry with this formula, charge and spin	6.1	kJ/mol
Kohn-Sham gap	11.2	eV
LUMO level	-3.122	eV
strongest force on any atom	1.34	eV Å⁻¹
net charge	+1

Each line ends with the natural charge from an NBO analysis.
Geometry (Å):
N -1.3054 -0.3589 1.7913  -0.772
H 3.0569 1.2862 -1.8146  0.232
H -2.6159 0.7406 -0.9227  0.261
H -0.3876 -0.3601 2.2087  0.407
C 2.4611 1.1189 -0.9235  -0.420
C -1.3063 -0.1933 0.4675  0.714
H 3.0163 -0.7958 -0.2140  0.426
H -2.1396 -0.6552 2.2668  0.421
H 1.4843 1.5786 -0.9614  0.251
H -2.6810 -1.0156 -0.8379  0.255
H 2.2375 -0.7955 -1.6601  0.438
H 2.9860 1.5249 -0.0735  0.229
H 1.3756 -0.4985 -0.1721  0.479
O -0.2473 -0.0672 -0.1694  -0.744
H -3.4697 -0.1139 0.4055  0.230
N 2.2452 -0.3622 -0.7346  -0.692
C -2.6009 -0.1090 -0.2504  -0.714

---

[9]
ORCA calculation (ωB97M-V/def2-TZVPD) on 2 unconnected molecules or ions with the total composition C3H11N2O.

highest occupied orbital energy	-13.693	eV
ΔE to the lowest compared entry with this formula, charge and spin	184.1	kJ/mol
Kohn-Sham gap	10.4	eV
LUMO level	-3.333	eV
strongest force on any atom	0.97	eV Å⁻¹
net charge	+1

Each line ends with the natural charge from an NBO analysis.
Geometry (Å):
C -0.5330 -1.1331 0.1771  -0.238
H 1.3908 -1.1143 1.2494  0.228
H -1.0856 -1.5443 1.0319  0.186
H -0.0667 0.4988 2.4074  0.434
C -0.3012 2.0976 -1.7538  0.319
H 0.1428 1.1973 -2.2007  0.128
H -0.0982 1.4720 1.0863  0.471
O -0.0589 2.4157 -0.6173  -0.579
H -0.9533 2.7279 -2.3649  0.148
H -0.9472 -2.3464 -1.4117  0.381
H 0.0367 -3.0301 -0.3282  0.372
H 1.3012 -0.1213 -0.1831  0.238
H 1.3185 1.1411 1.7933  0.444
N -0.1583 -2.1471 -0.8009  -0.825
N 0.4241 0.7179 1.5426  -0.672
H -1.1438 -0.3757 -0.3125  0.196
C 0.7319 -0.4560 0.6849  -0.233

---

[10]
ORCA calculation (ωB97M-V/def2-TZVPD) on 2 unconnected molecules or ions with the total composition C3H11N2O.

highest occupied orbital energy	-15.033	eV
ΔE to the lowest compared entry with this formula, charge and spin	77.8	kJ/mol
Kohn-Sham gap	11.5	eV
LUMO level	-3.488	eV
strongest force on any atom	1.78	eV Å⁻¹
net charge	+1

Each line ends with the natural charge from an NBO analysis.
Geometry (Å):
H -0.3891 0.0857 1.6772  0.224
H -0.8420 0.5012 -1.5266  0.413
O 0.1029 -2.3081 1.0278  -0.960
H -1.9289 0.1636 0.8670  0.220
H 0.6062 -1.0933 -2.5861  0.426
H -0.4611 -3.0884 0.9571  0.481
N -0.1019 0.8734 -0.9574  -0.481
C -1.1433 0.7818 1.3084  -0.627
H -1.6441 1.3637 2.0757  0.249
H 1.7657 0.3528 -0.3036  0.225
H 0.4703 2.0694 0.6879  0.222
C 1.0275 0.2316 -1.0834  0.413
N 1.3138 -0.5681 -2.0912  -0.724
H -1.0475 2.4324 -0.0916  0.224
H 0.4411 -2.4893 1.9326  0.481
C -0.4263 1.6127 0.2803  -0.220
H 2.2565 -0.9211 -2.1741  0.434